Below is one molecule with the formula C4H8O2, with properties calculated with ωB97M-V/def2-TZVPD.

Output
Calculated total energy in eV: -8370.865
SMILES: OCC[C@H]1CO1
HOMO in Eh: -0.371
Kohn-Sham gap in Eh: 0.4109
Energy above the lowest of the compared OMol25 structures with the same formula, charge and spin in kJ/mol: 233.2

Bonds (Å) are listed after each position.
CARTESIAN COORDINATES (ANGSTROEM)
1 O 1.4463 1.0170 0.7325  C2 1.408, H7 0.973
2 C 1.7110 -0.1941 0.0652  O1 1.408, C3 1.559, H8 1.108, H9 1.102
3 C 0.3441 -0.9425 0.0308  C2 1.559, C4 1.548, H10 1.094, H11 1.097
4 C -0.9066 -0.2367 -0.5470  C3 1.548, C5 1.477, O6 1.432, H12 1.091
5 C -1.8250 0.6633 0.1806  C4 1.477, O6 1.426, H13 1.090, H14 1.095
6 O -0.9085 1.1757 -0.7841  C4 1.432, C5 1.426
7 H 0.7866 1.4258 0.1465  O1 0.973
8 H 2.2805 0.0307 -0.8588  C2 1.108
9 H 2.4202 -0.7915 0.6616  C2 1.102
10 H 0.4092 -1.9198 -0.4575  C3 1.094
11 H 0.1435 -1.1257 1.0938  C3 1.097
12 H -1.3891 -0.7863 -1.3571  C4 1.091
13 H -1.6360 0.9579 1.2127  C5 1.090
14 H -2.8762 0.7262 -0.1190  C5 1.095